## w
{
  "formula": "C3H7FN2O",
  "method": "ωB97M-V/def2-TZVPD",
  "species": ["C", "C", "C", "H", "H", "H", "H", "H", "H", "H", "N", "N", "O", "F"],
  "coordinates": [[1.96, -0.98, -0.16], [-0.05, 0.29, 0.04], [-0.49, 1.68, 0.27], [1.46, -1.81, 0.40], [3.00, -0.88, 0.16], [1.99, -1.09, -1.22], [-1.51, 1.77, -0.04], [-0.32, 1.92, 1.31], [-2.40, -0.80, 0.80], [-2.44, -1.43, -0.74], [-0.69, -0.77, -0.29], [-2.11, -0.66, -0.18], [1.32, 0.25, 0.15], [0.28, 2.54, -0.50]],
  "lumo_ev": 1.01,
  "smiles": "CO/C(CF)=N/N",
  "orbital_gap_ev": 9.875
}

---

## x
{
  "formula": "C3H7FN2O",
  "method": "ωB97M-V/def2-TZVPD",
  "species": ["C", "C", "C", "N", "N", "O", "F", "H", "H", "H", "H", "H", "H", "H"],
  "coordinates": [[1.45, 0.38, 0.87], [0.88, 0.24, -0.25], [-1.64, 0.23, 0.84], [-1.74, 0.98, -0.14], [0.62, -0.90, -1.00], [-1.30, 0.55, -1.41], [-0.99, -0.94, 0.74], [1.88, -0.38, 1.53], [1.74, 1.44, 1.23], [0.41, 1.07, -0.65], [-2.05, 0.51, 1.79], [0.49, -1.79, -0.55], [-0.98, -0.39, -1.25], [1.23, -0.99, -1.76]],
  "lumo_ev": 0.93,
  "smiles": "O/N=C\\F.C=CN",
  "orbital_gap_ev": 10.129
}

---

Winner for stability: w

---

## w
{
  "formula": "C5H5N3O3",
  "method": "ωB97M-V/def2-TZVPD",
  "species": ["C", "C", "C", "C", "C", "H", "H", "H", "H", "H", "N", "N", "N", "O", "O", "O"],
  "coordinates": [[1.17, 0.28, 0.69], [2.01, -0.75, 0.18], [0.25, -0.94, -0.96], [-1.82, -0.22, -1.43], [-1.45, 0.42, -0.05], [3.23, -1.00, 0.39], [-2.51, -0.99, -1.40], [-1.94, 0.47, -1.97], [-1.57, 1.45, -0.16], [-1.77, 0.08, 0.71], [1.28, 0.92, 1.86], [1.45, -1.30, -0.91], [-0.07, 0.05, 0.01], [0.90, 2.18, 1.84], [1.66, 0.49, 2.94], [-0.82, -1.13, -1.74]],
  "lumo_ev": -0.78,
  "smiles": "O=[N+]([O-])c1cnc2n1CCO2",
  "orbital_gap_ev": 8.348
}

---

## x
{
  "formula": "C5H5N3O3",
  "method": "ωB97M-V/def2-TZVPD",
  "species": ["C", "C", "C", "C", "C", "N", "N", "N", "O", "O", "O", "H", "H", "H", "H", "H"],
  "coordinates": [[-0.13, 0.32, 1.87], [0.44, -0.35, 0.82], [-1.01, 1.15, 0.08], [1.33, -1.39, -1.89], [-0.09, -0.45, -1.71], [-1.07, 1.25, 1.38], [-0.13, 0.15, -0.33], [-1.31, -1.25, -1.98], [2.35, -0.81, -2.03], [-1.86, -1.85, -1.12], [-1.80, -1.20, -3.09], [0.03, 0.07, 2.88], [1.34, -0.90, 0.68], [-1.52, 1.90, -0.38], [1.08, -2.43, -1.99], [-0.16, 0.40, -2.29]],
  "lumo_ev": -0.65,
  "smiles": "O=C[C@H](n1ccnc1)[N+](=O)[O-]",
  "orbital_gap_ev": 8.764
}

---

Winner for stability: x

---

## w
{
  "formula": "C6H5O7S",
  "method": "ωB97M-V/def2-TZVPD",
  "species": ["C", "C", "C", "C", "C", "C", "O", "O", "O", "O", "O", "O", "O", "S", "H", "H", "H", "H", "H"],
  "coordinates": [[-0.22, 1.00, -1.38], [-1.21, -0.07, -0.86], [0.71, -1.26, 0.32], [1.24, 0.58, -1.34], [1.67, -0.15, -0.07], [-0.66, -0.75, 0.31], [0.17, 0.43, 2.58], [-0.61, 1.91, -2.07], [-2.29, -0.23, -1.36], [1.06, -2.36, 0.63], [-0.36, 1.77, 0.63], [-2.16, 0.71, 1.93], [-1.74, -2.07, 0.89], [-0.78, 0.69, 1.53], [1.37, -0.08, -2.20], [1.85, 1.47, -1.49], [1.67, 0.54, 0.77], [2.67, -0.58, -0.19], [-2.37, -1.53, 1.37]],
  "total_charge": -1,
  "lumo_ev": 3.19,
  "orbital_gap_ev": 9.340
}

---

## x
{
  "formula": "C6H5O7S",
  "method": "ωB97M-V/def2-TZVPD",
  "species": ["C", "C", "C", "C", "C", "C", "O", "O", "O", "O", "O", "O", "O", "S", "H", "H", "H", "H", "H"],
  "coordinates": [[0.89, -1.69, 0.20], [-0.45, -1.20, 0.69], [0.39, 1.19, 0.34], [1.90, -0.63, -0.16], [1.19, 0.56, -0.76], [-0.68, 0.24, 0.76], [-1.42, 1.82, -1.17], [1.07, -2.86, 0.19], [-1.35, -1.93, 1.08], [0.66, 2.25, 0.84], [-1.50, -0.50, -1.78], [-3.11, 0.43, -0.19], [-1.25, 0.62, 1.95], [-1.81, 0.51, -0.81], [2.57, -0.45, 0.62], [2.63, -0.94, -1.01], [0.43, 0.18, -1.51], [1.81, 1.28, -1.15], [-1.97, 1.12, 1.89]],
  "total_charge": -1,
  "lumo_ev": 2.60,
  "smiles": "O=C1CCC(=O)[C@@](O)(S(=O)(=O)[O-])C1=O",
  "orbital_gap_ev": 8.594
}

---

Winner for stability: x